Entry from the Open Molecules 2025 dataset: a cluster of 16 separate species, C20H72N6O16 in total at a distorted geometry (ωB97M-V/def2-TZVPD).

Summary:
ΔE to the lowest compared entry with this formula, charge and spin: 4.9616 eV
E_tot: -2337.19280 a.u.
2S+1: 1
frontier orbital gap: 7.9 eV
net charge: 0
highest occupied orbital energy: -8.22 eV

Geometry as XYZ:
```
114
Properties=species:S:1:pos:R:3:forces:R:3
C -3.728 -1.398 0.860 0.295 0.280 1.534
C -4.054 -2.761 1.407 1.351 -1.523 0.312
O -4.843 -2.797 2.609 1.376 2.852 -0.825
H -2.995 -1.427 0.045 -0.467 -0.107 0.014
H -3.204 -0.888 1.682 -0.302 0.364 -0.386
H -4.632 -0.840 0.637 -0.022 0.087 -0.254
H -3.116 -3.285 1.715 -0.222 0.491 -0.477
H -4.438 -3.388 0.601 -0.656 -0.150 0.105
H -5.366 -3.546 2.567 -1.667 -2.250 0.000
C -1.402 -1.318 3.849 -1.476 1.865 -4.545
C -0.819 -1.996 2.612 0.959 1.784 0.960
O 0.600 -1.828 2.464 -0.136 -0.274 1.005
H -2.477 -1.422 3.804 -0.514 -0.636 0.056
H -1.337 -0.270 3.629 0.513 0.862 0.493
H -1.102 -1.519 4.785 1.641 -1.096 2.995
H -1.289 -1.707 1.701 -0.501 0.956 -0.512
H -1.075 -2.968 2.705 -0.203 -3.803 0.243
H 0.817 -1.836 1.528 -0.125 0.325 -0.181
C 4.033 -2.450 1.656 1.538 0.536 1.908
C 3.341 -3.664 2.316 -0.593 1.826 -1.726
O 4.257 -4.668 2.520 0.884 -1.327 0.253
H 4.656 -2.803 0.884 -0.030 -0.594 -1.935
H 4.945 -2.065 2.235 -1.690 -0.244 0.363
H 3.411 -1.578 1.380 0.113 -0.803 0.151
H 2.555 -4.001 1.612 -0.019 0.124 0.217
H 2.872 -3.375 3.221 -0.631 0.408 0.968
H 3.768 -5.404 2.912 0.396 0.059 -0.024
C 0.114 -1.899 -5.227 -1.476 -1.560 1.458
C 0.542 -1.837 -3.731 -0.007 -0.053 -1.626
O 1.084 -0.562 -3.540 -0.396 2.324 0.037
H -0.019 -2.927 -5.588 0.845 -0.089 0.176
H 0.733 -1.339 -5.872 0.779 0.563 -0.563
H -0.928 -1.613 -5.350 0.020 0.875 0.134
H 1.366 -2.442 -3.507 0.877 -1.912 -0.003
H -0.264 -2.107 -3.063 -0.330 0.127 0.235
H 1.319 -0.312 -2.638 -0.020 -0.637 0.155
C -1.592 3.514 -2.770 2.466 7.838 -4.324
O -1.366 4.833 -3.367 -0.851 -7.142 2.929
N -2.755 3.099 -2.441 -4.090 -1.078 0.935
N -0.656 2.620 -2.545 3.900 -0.774 0.661
H -3.589 3.474 -2.849 0.143 0.862 0.043
H -2.960 2.426 -1.669 0.724 0.955 -1.282
H 0.333 2.782 -2.766 -1.012 0.461 0.078
H -0.828 1.711 -2.098 -0.497 0.783 -0.512
C -4.671 2.079 -0.203 0.570 7.560 5.948
O -4.612 3.216 0.645 -0.128 -5.922 -4.481
N -5.811 1.717 -0.676 -6.486 -0.291 -1.264
N -3.647 1.429 -0.634 3.189 -2.430 -0.373
H -6.592 2.377 -0.418 1.360 -1.182 -0.339
H -6.159 0.818 -1.095 1.300 1.330 0.750
H -2.706 1.481 -0.205 -0.428 -0.334 0.118
H -3.782 0.774 -1.408 0.232 0.142 0.928
C 0.296 0.366 0.026 -4.811 3.195 2.768
O -0.921 0.879 0.369 4.741 -2.912 -1.961
N 1.367 1.084 0.057 1.468 5.842 0.695
N 0.583 -0.902 -0.186 -3.957 -1.915 -0.073
H 1.373 2.124 0.370 -0.560 -2.763 -0.247
H 2.276 0.736 -0.181 0.049 -0.399 -0.021
H -0.264 -1.418 -0.394 0.274 -0.294 -0.226
H 1.412 -1.280 -0.511 2.059 -0.449 -0.746
C -0.757 -3.818 -0.148 0.243 0.850 1.146
O -1.223 -2.758 -0.971 2.814 1.143 1.328
H -0.265 -4.594 -0.630 0.102 -1.787 -1.807
H -1.629 -4.087 0.377 -0.593 -1.226 1.074
H 0.076 -3.630 0.578 -1.027 1.327 -0.436
H -1.871 -3.045 -1.554 -1.829 -1.092 -1.464
C -2.629 -0.392 -3.212 0.418 -2.293 1.411
O -1.497 0.093 -2.468 -2.107 0.233 -0.205
H -2.417 -0.671 -4.216 0.521 0.269 -0.991
H -3.570 0.169 -3.254 0.669 0.630 0.473
H -2.843 -1.385 -2.730 -0.479 0.677 -0.331
H -0.692 -0.193 -2.889 0.490 -0.026 -0.678
C -2.852 1.952 2.834 -1.259 0.420 0.518
O -1.797 2.850 2.776 0.953 0.184 -1.914
H -2.895 1.176 3.566 1.066 -0.118 1.514
H -2.971 1.349 1.992 0.082 -0.669 -2.043
H -3.780 2.471 2.953 -0.798 0.482 0.008
H -1.663 3.028 1.771 0.142 -0.478 2.317
C 1.889 4.366 0.219 -0.054 1.048 0.490
O 2.107 3.505 1.322 0.071 -0.572 -0.944
H 1.709 3.730 -0.658 0.402 0.703 0.016
H 2.660 5.130 0.195 1.059 -0.508 -0.952
H 1.074 5.056 0.383 -1.084 -0.501 -0.037
H 2.151 4.044 2.091 -0.087 0.411 1.159
C 1.960 1.235 3.404 -0.618 0.563 0.151
O 1.273 0.327 4.215 0.536 -0.448 0.902
H 1.231 1.917 3.065 -0.853 1.392 -0.473
H 2.231 0.744 2.494 1.148 -0.295 -0.579
H 2.737 1.832 3.900 0.138 -0.695 0.025
H 1.068 -0.379 3.598 -0.345 -0.608 0.177
C 3.771 0.926 -2.241 0.217 0.968 -2.874
O 3.425 0.091 -1.182 1.097 -0.463 0.901
H 3.627 0.295 -3.161 0.190 1.039 0.354
H 4.779 1.413 -2.313 -0.452 -1.016 0.816
H 3.121 1.827 -2.301 -0.146 -0.859 0.240
H 4.222 -0.339 -0.839 -0.209 0.076 -0.030
C -1.745 4.836 0.168 0.346 1.049 -2.462
O -1.031 3.648 0.271 -0.934 -0.607 2.191
H -1.795 5.170 1.138 -0.880 0.911 2.247
H -2.716 4.828 -0.372 0.514 -0.466 0.640
H -1.105 5.544 -0.350 -0.049 0.476 -0.343
H -0.712 3.353 -0.541 0.662 -0.838 -2.158
C 4.818 1.215 1.480 2.727 -2.987 -3.726
O 6.123 1.754 1.007 -2.318 0.550 -0.001
H 4.001 1.757 1.100 -0.574 1.314 -0.245
H 4.816 1.074 2.490 -0.136 0.032 2.792
H 4.668 0.137 1.020 0.413 1.886 0.961
H 6.852 1.165 1.162 0.065 -0.662 0.392
C 3.509 -2.868 -1.904 2.612 -0.490 0.443
O 2.548 -2.972 -0.949 -2.572 -2.449 1.288
H 3.464 -1.973 -2.446 -0.377 1.126 -0.919
H 3.574 -3.733 -2.505 -0.306 -0.834 -1.336
H 4.455 -2.903 -1.376 0.850 0.411 -0.048
H 2.459 -3.967 -0.826 -0.219 2.089 0.299
```
Positions in Å, forces in eV/Å.

These are the Mulliken partial charges, in e, on atoms 1 to 99:
1. C 0.809
2. C -0.735
3. O -0.526
4. H -0.277
5. H -0.510
6. H 0.346
7. H 0.024
8. H 0.496
9. H 0.317
10. C -1.988
11. C 0.996
12. O -0.448
13. H 0.314
14. H 0.312
15. H 0.576
16. H -0.555
17. H 0.735
18. H -0.270
19. C -0.763
20. C -0.242
21. O -0.565
22. H 0.393
23. H 0.487
24. H 0.016
25. H -0.049
26. H 0.402
27. H 0.341
28. C -1.354
29. C 0.866
30. O -0.725
31. H 0.411
32. H 0.356
33. H 0.222
34. H 0.502
35. H -0.434
36. H 0.118
37. C 0.369
38. O -0.787
39. N 0.155
40. N 0.237
41. H 0.300
42. H 0.034
43. H 0.073
44. H -0.280
45. C 0.302
46. O -0.709
47. N -0.365
48. N 1.423
49. H 0.328
50. H 0.200
51. H -1.076
52. H -0.171
53. C -0.024
54. O 0.693
55. N 2.170
56. N 3.186
57. H -1.029
58. H -0.541
59. H -1.083
60. H -0.402
61. C -0.849
62. O -0.977
63. H 0.485
64. H 0.419
65. H 0.017
66. H 0.341
67. C -1.028
68. O -0.357
69. H 0.149
70. H 0.454
71. H 0.275
72. H 0.147
73. C -0.165
74. O -0.605
75. H 0.538
76. H -0.663
77. H 0.358
78. H 0.242
79. C -0.636
80. O -0.485
81. H 0.110
82. H 0.421
83. H 0.066
84. H 0.291
85. C 0.196
86. O -0.664
87. H 0.148
88. H -0.407
89. H 0.425
90. H 0.322
91. C -0.705
92. O -0.834
93. H 0.246
94. H 0.327
95. H 0.157
96. H 0.227
97. C -1.135
98. O -0.352
99. H 0.548



Entry from the Open Molecules 2025 dataset: a cluster of 5 separate species, CH12O5 in total (ωB97M-V/def2-TZVPD).

Summary:
ΔE to the lowest compared entry with this formula, charge and spin: 0.5205 eV
E_tot: -421.47668 a.u.
2S+1: 1
frontier orbital gap: 11.3 eV
net charge: 0
SMILES string: CO.O.O.O.O
highest occupied orbital energy: -10.82 eV

Geometry as XYZ:
```
18
Properties=species:S:1:pos:R:3:forces:R:3
C -2.397 -1.663 1.663 -0.120 0.517 -0.154
O -1.135 -1.003 1.703 0.459 -0.361 0.300
H -2.306 -2.673 2.056 0.190 -0.127 -0.158
H -3.092 -1.134 2.315 -0.126 0.078 -0.079
H -2.791 -1.670 0.644 -0.068 -0.170 0.139
H -0.954 -0.525 0.889 -0.360 -0.001 -0.168
O 0.433 -1.064 -1.489 -0.150 -0.221 -0.199
H 0.933 -1.683 -0.934 0.007 0.224 0.179
H 0.233 -1.550 -2.298 0.072 0.074 0.099
O 2.892 4.487 -1.493 0.142 0.173 0.750
H 3.091 4.962 -0.666 -0.095 -0.078 -0.552
H 2.801 3.579 -1.187 -0.046 -0.101 -0.200
O 1.442 -1.966 1.033 -0.117 -0.176 -0.081
H 0.549 -1.964 1.420 0.037 0.225 0.066
H 2.041 -2.176 1.752 0.041 -0.016 -0.028
O -1.662 1.105 -1.096 -0.497 -0.046 0.045
H -1.158 0.341 -1.394 0.413 -0.008 0.087
H -1.134 1.550 -0.430 0.218 0.014 -0.048
```
Positions in Å, forces in eV/Å.

Formally, the Mulliken partial charges of the atoms, in units of the elementary charge, are as follows:
1. C -0.504
2. O -0.564
3. H 0.246
4. H 0.236
5. H 0.243
6. H 0.319
7. O -0.631
8. H 0.336
9. H 0.310
10. O -0.639
11. H 0.322
12. H 0.317
13. O -0.671
14. H 0.388
15. H 0.286
16. O -0.630
17. H 0.331
18. H 0.305



Entry from the Open Molecules 2025 dataset: a structure of composition C4H2Cl2 at a distorted geometry (ωB97M-V/def2-TZVPD).

Summary:
ΔE to the lowest compared entry with this formula, charge and spin: 2.1827 eV
E_tot: -1073.70109 a.u.
2S+1: 3
frontier orbital gap (spin up / spin down): 8.2 / 6.9 eV
net charge: 0
highest occupied orbital energy (spin up / spin down): -8.33 / -10.28 eV

Geometry as XYZ:
```
8
Properties=species:S:1:pos:R:3:forces:R:3
C -2.686 0.320 -0.752 -2.268 0.473 0.287
C -1.461 -0.026 -0.882 2.360 -0.237 0.103
C -0.161 -0.242 -0.897 2.554 -0.365 -0.317
C 0.812 -0.001 0.853 -3.148 -1.282 -1.948
Cl 0.606 1.607 1.368 0.038 0.840 0.007
Cl 2.447 -0.526 0.811 -0.289 -0.237 -0.208
H 0.392 -0.510 -1.903 -0.753 0.574 2.525
H 0.052 -0.622 1.403 1.507 0.234 -0.449
```
Positions in Å, forces in eV/Å.

Formally, the Mulliken partial charges of the atoms, in units of the elementary charge, are as follows:
1. C -0.533
2. C 0.461
3. C -0.394
4. C 0.011
5. Cl -0.071
6. Cl -0.092
7. H 0.301
8. H 0.317



Entry from the Open Molecules 2025 dataset: a cluster of 10 separate species, C25H55BN5O26 in total at a distorted geometry (ωB97M-V/def2-TZVPD).

Summary:
ΔE to the lowest compared entry with this formula, charge and spin: 0.0000 eV
E_tot: -3240.12031 a.u.
2S+1: 1
frontier orbital gap: 8.6 eV
net charge: -1
highest occupied orbital energy: -6.95 eV

Geometry as XYZ:
```
112
Properties=species:S:1:pos:R:3:forces:R:3
O -1.711 1.729 1.429 -0.171 0.051 -0.040
C -0.832 1.091 0.938 0.509 0.148 0.260
O -0.908 0.334 -0.140 -0.187 0.138 -1.114
B 0.384 -0.280 -0.452 -0.215 0.238 0.887
O 1.272 0.156 0.651 0.417 -0.376 -0.691
C 0.623 0.961 1.466 -0.957 0.217 0.203
O 1.011 1.464 2.472 0.567 0.154 0.148
O 0.991 0.042 -1.790 0.417 0.155 0.547
C 1.320 -1.081 -2.369 -1.195 -0.709 -1.195
O 1.960 -1.254 -3.378 0.267 0.452 0.161
C 0.511 -2.199 -1.675 0.652 -0.369 0.894
O 0.164 -1.728 -0.495 -0.096 -0.020 -0.063
O 0.280 -3.308 -2.063 0.087 -0.069 -0.543
C -3.157 -2.733 -0.361 -0.237 0.527 -1.826
N -3.606 -2.959 1.017 1.498 -0.169 0.490
O -4.067 -4.051 1.271 -0.544 -0.114 -0.159
O -3.349 -2.111 1.843 -0.362 0.365 0.100
H -2.600 -1.820 -0.562 -0.003 0.167 0.987
H -4.049 -2.645 -0.983 -0.057 -0.401 0.075
H -2.533 -3.551 -0.709 -0.251 -0.301 0.272
C 1.904 -4.460 -4.972 -0.415 0.026 -0.292
N 0.680 -5.103 -5.535 -0.529 -0.347 0.292
O 0.222 -6.087 -4.995 0.289 -0.144 0.205
O 0.186 -4.587 -6.516 0.219 0.247 -0.234
H 1.676 -3.404 -5.065 0.495 0.101 0.149
H 2.714 -4.795 -5.615 0.098 0.234 -0.007
H 2.062 -4.764 -3.945 -0.210 -0.056 0.016
C 4.448 0.249 -4.951 -0.815 0.380 -0.479
N 3.829 1.299 -4.094 0.826 -0.673 -0.020
O 3.221 2.198 -4.638 -0.236 0.013 0.325
O 4.049 1.161 -2.908 -0.494 0.600 -0.004
H 5.343 -0.044 -4.420 0.122 -0.260 -0.343
H 4.548 0.691 -5.938 0.538 0.003 0.093
H 3.708 -0.543 -5.057 0.132 -0.166 0.446
C 1.390 2.951 -2.081 -0.184 0.195 -0.193
N 1.822 3.891 -1.009 -0.618 0.484 -0.785
O 2.654 4.728 -1.302 0.149 -0.094 0.167
O 1.270 3.797 0.064 0.209 -0.149 0.266
H 1.374 3.437 -3.053 0.374 0.348 0.184
H 0.372 2.644 -1.868 0.177 -0.352 0.338
H 2.130 2.160 -2.094 -0.205 -0.206 0.097
C 0.260 0.813 -5.479 0.332 0.020 -0.014
N -0.817 0.974 -4.481 -0.817 0.106 0.046
O -1.194 -0.012 -3.883 0.153 -0.032 0.021
O -1.322 2.079 -4.371 0.336 -0.138 0.009
H -0.213 0.776 -6.457 -0.070 0.025 0.031
H 0.780 -0.114 -5.261 0.021 0.045 0.029
H 0.903 1.685 -5.403 0.029 -0.061 -0.042
C -0.995 -9.847 0.084 -0.384 -0.189 -0.568
O -1.116 -8.484 0.365 -0.508 0.143 0.490
C -0.526 -7.645 -0.589 1.014 0.085 0.632
C -0.613 -6.191 -0.206 -0.724 0.758 -1.119
O -0.203 -5.880 1.087 0.724 -0.505 0.165
C -0.138 -4.488 1.290 -0.569 0.213 0.234
H -1.681 -10.134 -0.728 0.310 0.046 -0.255
H -1.329 -10.457 0.922 0.248 0.347 0.329
H 0.038 -10.095 -0.184 -0.025 -0.174 -0.004
H -0.947 -7.753 -1.594 -0.120 -0.115 -0.032
H 0.554 -7.859 -0.638 -0.050 -0.331 -0.152
H -1.623 -5.797 -0.412 -0.182 -0.180 0.408
H -0.014 -5.666 -0.967 0.224 0.032 0.152
H -1.145 -4.092 1.127 0.064 0.344 0.009
H 0.560 -3.949 0.649 0.052 -0.290 -0.277
H 0.140 -4.277 2.321 -0.025 -0.275 0.080
C 4.444 4.689 5.578 -1.107 -0.232 -0.023
O 3.882 4.445 4.303 0.649 -0.007 -0.019
C 4.485 3.315 3.679 -0.516 0.117 0.379
C 4.028 3.300 2.242 0.002 0.852 -0.984
O 4.921 2.499 1.497 0.493 -0.212 0.317
C 4.536 2.277 0.178 -0.588 -0.640 -0.763
H 4.027 5.635 5.918 0.064 0.026 0.078
H 5.535 4.743 5.612 0.088 -0.076 -0.320
H 4.088 3.894 6.242 0.280 0.050 0.324
H 4.199 2.382 4.182 -0.005 0.066 0.108
H 5.569 3.435 3.773 0.095 -0.193 -0.421
H 4.054 4.342 1.880 0.193 -0.068 0.005
H 2.995 2.992 2.047 0.047 -0.308 0.612
H 3.532 1.831 0.105 -0.119 0.218 0.228
H 5.169 1.512 -0.276 0.347 0.161 0.235
H 4.558 3.159 -0.470 0.091 0.200 0.245
C -1.105 5.540 -2.831 -0.283 1.529 0.838
O -2.056 5.395 -1.792 0.370 -0.486 -0.098
C -2.041 4.143 -1.148 -1.301 -0.334 1.477
C -3.404 3.957 -0.452 0.764 0.634 -1.874
O -3.474 4.731 0.725 -0.477 -1.217 -0.005
C -4.753 4.520 1.302 -0.065 1.125 -0.473
H -1.238 6.598 -3.083 0.066 -0.209 -0.570
H -1.304 4.905 -3.696 0.198 -0.217 0.114
H -0.081 5.515 -2.441 0.053 -0.602 -0.190
H -1.381 4.043 -0.275 0.806 0.394 -0.529
H -1.890 3.310 -1.840 0.055 0.063 -0.171
H -3.553 2.878 -0.359 -0.187 0.016 0.738
H -4.125 4.354 -1.179 -0.365 -0.179 0.099
H -5.529 4.946 0.648 0.020 0.060 -0.097
H -4.768 5.116 2.211 -0.079 -0.442 0.319
H -5.033 3.472 1.411 0.405 -0.151 0.446
C -4.414 1.637 7.142 -0.721 -0.893 0.205
O -3.383 1.461 6.220 0.498 0.862 0.028
C -3.755 0.682 5.118 -0.048 -0.692 -0.309
C -2.600 0.310 4.234 0.777 0.562 -0.932
O -1.744 -0.607 4.869 -0.251 -0.345 0.276
C -0.529 -0.784 4.173 -0.480 -0.277 -0.182
H -4.140 2.248 7.999 0.528 0.101 -0.239
H -4.690 0.643 7.530 -0.188 0.132 0.111
H -5.325 2.077 6.714 0.104 0.045 -0.225
H -4.505 1.157 4.477 -0.100 0.342 0.162
H -4.192 -0.266 5.462 -0.101 -0.033 0.119
H -1.998 1.142 3.839 -0.176 0.479 0.742
H -2.992 -0.044 3.270 -0.279 -0.678 0.274
H -0.702 -1.288 3.210 -0.086 0.240 -0.192
H 0.079 -1.489 4.735 0.158 0.316 0.260
H -0.059 0.188 4.008 0.280 -0.241 0.089
```
Positions in Å, forces in eV/Å.

These are the Mulliken partial charges, in e, on atoms 1 to 99:
1. O -0.710
2. C 1.003
3. O -0.765
4. B 1.287
5. O -0.738
6. C 0.487
7. O -0.798
8. O 0.080
9. C 0.117
10. O -0.541
11. C 0.314
12. O -0.220
13. O -0.590
14. C -0.429
15. N 1.029
16. O -0.596
17. O -0.495
18. H -0.062
19. H 0.417
20. H 0.079
21. C -0.491
22. N 0.953
23. O -0.543
24. O -0.570
25. H 0.077
26. H 0.329
27. H 0.232
28. C -0.703
29. N 1.038
30. O -0.588
31. O -0.447
32. H 0.281
33. H 0.323
34. H 0.155
35. C -0.184
36. N 1.173
37. O -0.641
38. O -0.557
39. H 0.469
40. H -0.175
41. H -0.062
42. C -0.518
43. N 1.049
44. O -0.570
45. O -0.566
46. H 0.340
47. H -0.003
48. H 0.260
49. C -0.748
50. O -0.294
51. C -0.691
52. C 0.083
53. O -0.465
54. C -0.254
55. H 0.287
56. H 0.242
57. H 0.305
58. H 0.363
59. H 0.344
60. H 0.066
61. H 0.200
62. H 0.022
63. H 0.152
64. H 0.315
65. C -0.764
66. O -0.276
67. C -0.551
68. C 0.364
69. O -0.436
70. C -0.115
71. H 0.247
72. H 0.304
73. H 0.306
74. H 0.289
75. H 0.349
76. H 0.188
77. H -0.309
78. H -0.201
79. H 0.318
80. H 0.287
81. C -0.556
82. O -0.450
83. C 0.405
84. C -0.764
85. O -0.345
86. C -0.799
87. H 0.335
88. H 0.225
89. H 0.165
90. H 0.077
91. H 0.067
92. H 0.330
93. H 0.492
94. H 0.330
95. H 0.273
96. H 0.296
97. C -0.761
98. O -0.302
99. C -0.794